1.
Below is a structure of composition C19H23BCrN7O5S at a distorted geometry, with properties calculated with wB97M-V/def2-TZVPD.

Energy relative to the best compared isomer or geometry (same formula, charge and spin)   21.6 kcal per mole
DFT total energy   -80681.8241 eV
M   524.3 g/mol
Charge   0
2S+1   4
Gap between HOMO and LUMO (alpha / beta)   7.33 / 8.08 eV
F_max   1.4 eV/Å
Lowest unoccupied orbital energy (alpha / beta)   -0.635 / 0.116 eV

Element x y z (Å)
Cr (0.28, -0.21, 0.82)
O (1.93, -0.38, 2.45)
C (1.31, -0.41, 3.74)
C (0.06, -1.27, 3.64)
N (-0.90, -0.76, 2.65)
C (-1.53, 0.49, 3.10)
C (-0.61, 1.68, 2.86)
O (-0.62, 2.66, 3.59)
O (0.10, 1.54, 1.79)
C (-1.96, -1.72, 2.31)
C (-2.26, -1.61, 0.79)
O (-3.20, -2.23, 0.34)
O (-1.46, -0.84, 0.15)
H (2.64, 0.28, 2.46)
H (2.00, -0.87, 4.46)
H (1.08, 0.59, 4.09)
H (0.36, -2.28, 3.34)
H (-0.39, -1.32, 4.64)
H (-2.41, 0.68, 2.49)
H (-1.83, 0.44, 4.15)
H (-1.66, -2.74, 2.53)
H (-2.87, -1.52, 2.86)
B (2.74, -1.25, -1.66)
N (1.88, -2.24, -0.83)
C (2.06, -3.56, -0.96)
C (1.20, -4.22, -0.10)
C (0.52, -3.20, 0.54)
N (0.94, -2.01, 0.10)
N (2.35, 0.23, -1.40)
C (2.93, 1.23, -2.06)
C (2.52, 2.43, -1.51)
C (1.66, 2.07, -0.49)
N (1.56, 0.73, -0.44)
H (3.89, -1.39, -1.33)
H (2.57, -1.49, -2.83)
H (2.78, -3.95, -1.66)
H (1.09, -5.28, 0.04)
H (-0.26, -3.29, 1.28)
H (3.61, 1.03, -2.88)
H (2.81, 3.43, -1.81)
H (1.11, 2.69, 0.19)
N (-1.90, 3.58, 0.42)
C (-1.83, 2.91, -0.76)
N (-1.27, 1.76, -0.94)
C (-1.38, 1.35, -2.26)
C (-0.88, 0.17, -2.80)
C (-1.05, -0.09, -4.15)
C (-1.73, 0.81, -4.97)
C (-2.25, 1.98, -4.45)
C (-2.06, 2.24, -3.11)
S (-2.58, 3.63, -2.19)
H (-1.29, 3.27, 1.16)
H (-2.13, 4.55, 0.40)
H (-0.38, -0.54, -2.15)
H (-0.66, -1.01, -4.56)
H (-1.86, 0.58, -6.02)
H (-2.78, 2.68, -5.08)

=====

2.
Below is a cluster of 3 separate species, C19H23BF2NO10 in total at a distorted geometry, with properties calculated with wB97M-V/def2-TZVPD.

DFT total energy   -48154.8025 eV
M   474.2 g/mol
Charge   -1
Gap between HOMO and LUMO   4.83 eV
F_max   1.3 eV/Å
Lowest unoccupied orbital energy   2.224 eV

Element x y z (Å)
C (2.54, -1.64, 0.85)
C (1.74, -0.39, 1.12)
C (2.20, 0.59, 1.99)
C (1.42, 1.72, 2.21)
C (0.20, 1.91, 1.59)
C (-0.64, 3.14, 1.88)
C (-0.94, 3.26, 3.38)
C (0.02, 4.42, 1.37)
C (-0.26, 0.93, 0.69)
O (-1.44, 1.17, 0.10)
C (-2.04, 0.16, -0.78)
C (-2.99, -0.79, -0.14)
N (-2.28, -1.56, 1.01)
C (-2.52, -1.20, 2.13)
O (-2.72, -0.84, 3.24)
B (-4.28, -0.15, 0.31)
O (-4.58, 1.24, 0.19)
O (-5.33, -0.96, 0.86)
C (0.52, -0.22, 0.48)
H (1.98, -2.31, 0.20)
H (3.49, -1.40, 0.38)
H (2.74, -2.18, 1.78)
H (3.14, 0.48, 2.51)
H (1.80, 2.47, 2.91)
H (-1.60, 3.05, 1.38)
H (-0.09, 3.69, 3.93)
H (-1.18, 2.28, 3.80)
H (-1.79, 3.92, 3.53)
H (0.16, 4.38, 0.29)
H (0.98, 4.60, 1.85)
H (-0.64, 5.27, 1.57)
H (-2.66, 0.73, -1.48)
H (-1.26, -0.31, -1.38)
H (-4.90, 1.56, 1.04)
H (-5.62, -0.60, 1.70)
H (0.17, -0.99, -0.19)
C (6.71, 0.35, -2.17)
C (5.39, 0.76, -2.78)
O (4.52, 0.69, -1.68)
C (5.24, 0.91, -0.54)
O (4.79, 1.15, 0.52)
O (6.57, 0.80, -0.82)
F (4.98, -0.10, -3.74)
H (6.82, -0.73, -2.19)
H (7.57, 0.82, -2.64)
H (5.37, 1.78, -3.19)
C (-4.01, -3.89, -3.08)
C (-3.27, -5.09, -2.54)
O (-1.94, -4.64, -2.51)
C (-1.97, -3.27, -2.34)
O (-1.04, -2.64, -2.01)
O (-3.21, -2.81, -2.61)
F (-3.37, -6.17, -3.38)
H (-4.00, -3.90, -4.18)
H (-5.02, -3.79, -2.72)
H (-3.58, -5.40, -1.54)

=====

3.
Below is a structure of composition C19H23BrClMoN at a distorted geometry, with properties calculated with wB97M-V/def2-TZVPD.

DFT total energy   -105968.9150 eV
M   476.7 g/mol
Charge   +2
2S+1   3
Gap between HOMO and LUMO (alpha / beta)   5.61 / 6.18 eV
F_max   6.4 eV/Å
Lowest unoccupied orbital energy (alpha / beta)   -9.499 / -8.924 eV

Element x y z (Å)
C (0.22, 0.72, -5.93)
C (1.58, 1.26, -6.33)
C (0.01, -0.60, -6.67)
C (-0.85, 1.70, -6.40)
Cl (0.11, 0.47, -4.07)
H (0.07, -0.40, -7.75)
H (-0.98, -1.04, -6.45)
H (0.79, -1.33, -6.41)
H (1.58, 1.40, -7.43)
H (2.39, 0.56, -6.08)
H (1.79, 2.24, -5.87)
H (-0.75, 1.81, -7.49)
H (-0.73, 2.69, -5.94)
H (-1.86, 1.33, -6.18)
C (2.10, -1.38, 0.77)
C (1.08, -2.08, 0.03)
C (1.08, -1.54, -1.33)
H (0.52, -2.96, 0.37)
C (1.97, -0.39, -1.32)
C (2.59, -0.33, -0.04)
H (3.41, 0.34, 0.23)
H (2.53, -1.72, 1.71)
H (0.64, -2.03, -2.19)
H (2.21, 0.21, -2.19)
C (-1.95, 1.21, -0.01)
C (-2.10, 0.05, 0.84)
C (-2.10, -1.13, 0.00)
H (-2.32, 0.07, 1.90)
C (-2.04, -0.69, -1.37)
C (-1.94, 0.75, -1.38)
H (-2.02, 1.36, -2.27)
H (-1.92, 2.23, 0.34)
H (-2.19, -2.15, 0.36)
H (-2.22, -1.34, -2.23)
Mo (-0.19, -0.05, -0.24)
Br (3.80, 1.65, 4.57)
C (1.99, 1.79, 3.99)
C (1.06, 2.54, 4.72)
C (-0.26, 2.60, 4.24)
C (-0.56, 1.94, 3.04)
N (0.34, 1.32, 2.29)
C (1.60, 1.22, 2.77)
H (1.38, 3.06, 5.61)
H (-1.03, 3.16, 4.75)
H (-1.61, 1.91, 2.71)
H (2.32, 0.67, 2.18)

=====

4.
Below is a structure of composition C19H23Cl2F17N3O7PSi2 at a distorted geometry, with properties calculated with wB97M-V/def2-TZVPD.

DFT total energy   -135161.8216 eV
M   886.4 g/mol
Charge   0
Gap between HOMO and LUMO   8.49 eV
F_max   6.8 eV/Å
Lowest unoccupied orbital energy   -0.433 eV

Element x y z (Å)
C (3.05, -0.05, 1.52)
C (2.21, -0.87, 0.89)
Si (1.05, -2.03, -0.12)
F (-0.38, -1.25, -0.70)
O (0.79, -3.53, 0.71)
Si (-0.07, -3.37, 2.20)
C (1.21, -3.80, 3.61)
C (2.63, -4.32, 2.99)
C (2.49, -5.91, 2.66)
N (2.66, -6.34, 1.23)
O (2.24, -6.75, 3.59)
C (-0.78, -1.64, 2.60)
O (-1.98, -1.29, 1.81)
N (-2.71, -0.34, 2.48)
O (-3.68, -0.15, 1.78)
C (-1.44, -4.75, 2.21)
Cl (-1.74, -5.67, 3.79)
C (-2.24, -5.10, 1.07)
C (-3.36, -6.29, 1.07)
Cl (-2.07, -4.21, -0.55)
P (2.23, -2.55, -1.96)
N (1.82, -4.28, -2.21)
O (1.63, -1.66, -3.30)
H (3.99, 0.58, 1.72)
H (1.44, -2.85, 4.22)
H (0.83, -4.62, 4.31)
H (2.97, -3.72, 2.07)
H (3.46, -4.20, 3.79)
H (1.81, -6.00, 0.76)
H (2.73, -7.37, 1.18)
H (-1.16, -1.69, 3.70)
H (0.01, -0.78, 2.60)
H (-3.17, -7.08, 1.88)
H (-4.39, -5.79, 1.11)
H (-3.24, -6.80, 0.03)
H (2.33, -4.82, -1.47)
H (0.82, -4.44, -1.96)
H (0.72, -2.03, -3.46)
C (-5.32, 2.76, -0.44)
C (-4.74, 2.28, -1.78)
C (-3.22, 2.42, -1.94)
F (-2.81, 3.70, -1.87)
F (-2.83, 1.96, -3.16)
F (-5.40, 2.90, -2.79)
F (-5.05, 0.95, -1.90)
O (-5.88, 4.07, -0.41)
C (-4.98, 5.15, -0.21)
C (-4.91, 6.10, -1.41)
F (-4.52, 5.46, -2.53)
F (-4.02, 7.09, -1.19)
F (-3.78, 4.67, 0.16)
F (-5.46, 5.82, 0.87)
H (-6.17, 2.10, -0.22)
H (-4.63, 2.60, 0.40)
H (-2.69, 1.84, -1.18)
H (-5.89, 6.55, -1.60)
C (2.44, 3.62, -1.82)
C (2.96, 2.75, -0.66)
C (3.53, 3.51, 0.54)
F (4.60, 4.26, 0.22)
F (3.95, 2.64, 1.50)
F (3.86, 1.85, -1.14)
F (1.90, 2.01, -0.22)
O (3.33, 3.81, -2.93)
C (4.29, 4.86, -2.81)
C (5.73, 4.34, -2.80)
F (5.95, 3.48, -1.79)
F (6.61, 5.36, -2.65)
F (3.99, 5.61, -1.73)
F (4.09, 5.66, -3.88)
H (1.60, 3.08, -2.25)
H (2.02, 4.57, -1.47)
H (2.77, 4.16, 0.99)
H (5.96, 3.82, -3.74)

=====

5.
Below is a structure of composition C19H23Cl2HfN2O12P2S, with properties calculated with wB97M-V/def2-TZVPD.

DFT total energy   -103397.8984 eV
M   814.8 g/mol
Charge   +1
Gap between HOMO and LUMO   7.08 eV
F_max   0.7 eV/Å
Lowest unoccupied orbital energy   -4.295 eV

Element x y z (Å)
Hf (-0.29, 1.37, -0.87)
Cl (-2.60, 0.04, -7.80)
C (-1.99, 0.61, -6.29)
C (-1.04, 1.65, -6.30)
C (-0.53, 2.15, -5.13)
Cl (0.63, 3.41, -5.14)
C (-0.93, 1.62, -3.88)
O (-0.45, 2.10, -2.77)
C (-1.89, 0.57, -3.89)
C (-2.37, 0.01, -2.70)
O (-2.00, 0.29, -1.52)
C (-2.41, 0.08, -5.11)
H (-0.71, 2.07, -7.24)
H (-3.15, -0.75, -2.78)
H (-3.14, -0.72, -5.10)
N (-2.32, 2.98, 3.41)
C (-2.17, 2.21, 2.11)
C (-3.35, 1.24, 1.97)
P (-2.12, 3.52, 0.78)
O (-3.34, 3.20, -0.19)
O (-2.22, 4.81, 1.49)
O (-0.89, 3.19, -0.09)
P (-0.62, 1.22, 2.29)
O (0.57, 2.28, 2.14)
O (-0.67, 0.61, 3.63)
O (-0.57, 0.41, 0.98)
H (-3.28, 2.92, 3.75)
H (-2.11, 3.97, 3.21)
H (-1.71, 2.57, 4.13)
H (-4.29, 1.78, 1.95)
H (-3.35, 0.53, 2.80)
H (-3.26, 0.67, 1.05)
H (-4.06, 3.83, -0.13)
H (1.19, 2.31, 2.87)
C (1.51, -1.82, 5.14)
C (1.71, -2.35, 3.75)
C (2.92, -2.92, 3.37)
C (3.10, -3.44, 2.10)
C (2.05, -3.40, 1.20)
C (0.82, -2.84, 1.55)
C (0.67, -2.31, 2.82)
S (2.27, -4.01, -0.45)
O (1.07, -4.66, -0.86)
O (3.55, -4.65, -0.49)
N (2.38, -2.67, -1.39)
C (3.40, -1.69, -1.07)
C (3.20, -0.41, -1.88)
C (1.91, 0.23, -1.53)
O (1.85, 1.33, -0.86)
O (0.79, -0.29, -1.84)
H (2.46, -1.56, 5.61)
H (1.03, -2.57, 5.77)
H (0.87, -0.94, 5.13)
H (3.74, -2.96, 4.08)
H (4.03, -3.90, 1.80)
H (0.00, -2.84, 0.85)
H (-0.28, -1.87, 3.11)
H (1.46, -2.28, -1.57)
H (4.38, -2.11, -1.32)
H (3.41, -1.44, 0.00)
H (3.18, -0.65, -2.95)
H (4.01, 0.29, -1.68)

=====

6.
Below is a structure of composition C19H23ClF6N8O9S2Zr at a distorted geometry, with properties calculated with wB97M-V/def2-TZVPD.

DFT total energy   -102185.3570 eV
M   812.2 g/mol
Charge   +2
Gap between HOMO and LUMO   8.09 eV
F_max   1.8 eV/Å
Lowest unoccupied orbital energy   -5.713 eV

Element x y z (Å)
Zr (-0.27, -0.44, 1.30)
N (-3.11, 4.00, -0.36)
C (-2.38, 3.10, 0.62)
C (-1.19, 3.84, 1.19)
C (-0.47, 3.03, 2.26)
N (0.30, 1.89, 1.66)
C (-1.45, 2.57, 3.34)
C (-2.66, 1.83, 2.78)
N (-2.28, 0.48, 2.25)
C (-3.35, 2.66, 1.70)
H (-2.50, 4.32, -1.11)
H (-3.48, 4.83, 0.11)
H (-3.90, 3.52, -0.80)
H (-2.05, 2.24, 0.04)
H (-1.52, 4.77, 1.67)
H (-0.49, 4.12, 0.39)
H (0.25, 3.70, 2.72)
H (1.11, 1.76, 2.26)
H (0.68, 2.17, 0.76)
H (-1.79, 3.44, 3.89)
H (-0.93, 1.94, 4.06)
H (-3.38, 1.69, 3.58)
H (-3.04, 0.09, 1.71)
H (-2.19, -0.12, 3.07)
H (-3.77, 3.54, 2.21)
H (-4.19, 2.11, 1.27)
O (2.35, 0.41, 3.48)
Cl (1.42, -0.68, 3.54)
O (1.60, -1.53, 4.64)
O (0.04, -0.09, 3.50)
O (1.45, -1.42, 2.24)
F (-3.84, -2.59, 3.11)
C (-3.25, -3.63, 2.54)
F (-2.78, -4.45, 3.45)
F (-4.07, -4.22, 1.71)
S (-1.85, -2.90, 1.58)
O (-2.42, -1.87, 0.70)
O (-1.02, -2.16, 2.58)
N (-1.09, -4.08, 0.92)
S (0.14, -3.59, 0.03)
O (0.12, -2.09, 0.05)
O (1.39, -4.22, 0.28)
C (-0.38, -3.92, -1.72)
F (-0.11, -5.16, -2.01)
F (0.33, -3.09, -2.49)
F (-1.66, -3.65, -1.84)
N (4.65, -1.58, -8.23)
C (4.35, -1.38, -7.14)
C (3.97, -1.12, -5.77)
C (4.88, -1.30, -4.74)
C (4.51, -1.03, -3.43)
C (3.24, -0.58, -3.16)
C (2.31, -0.41, -4.18)
C (2.67, -0.69, -5.48)
N (2.87, -0.29, -1.80)
C (3.74, -0.13, -0.73)
C (2.97, 0.14, 0.35)
N (1.63, 0.16, -0.03)
C (1.63, -0.11, -1.33)
H (5.88, -1.65, -4.96)
H (5.23, -1.20, -2.64)
H (1.31, -0.06, -3.98)
H (1.96, -0.56, -6.29)
H (4.81, -0.20, -0.82)
H (3.30, 0.33, 1.35)
H (0.75, -0.19, -1.94)
O (-2.13, -0.66, -2.22)
C (-1.67, -0.10, -1.31)
N (-1.18, 0.49, -0.37)

=====

7.
Below is a structure of composition C19H23EuF5NPS at a distorted geometry, with properties calculated with wB97M-V/def2-TZVPD.

Energy relative to the best compared isomer or geometry (same formula, charge and spin)   23.1 kcal per mole
DFT total energy   -74601.3298 eV
M   575.4 g/mol
Charge   0
2S+1   8
Gap between HOMO and LUMO (alpha / beta)   6.95 / 7.21 eV
F_max   3.8 eV/Å
Lowest unoccupied orbital energy (alpha / beta)   -0.260 / -0.267 eV

Element x y z (Å)
C (-1.98, -4.51, 0.08)
C (-0.68, -4.29, 0.54)
C (-0.04, -3.02, 0.34)
C (-0.75, -2.09, -0.38)
C (-2.05, -2.26, -0.79)
C (-2.69, -3.49, -0.56)
C (1.32, -2.70, 0.98)
C (2.40, -1.78, 0.32)
N (2.82, -2.32, -0.92)
Eu (0.53, -0.25, 0.44)
C (-2.69, -1.08, -1.47)
P (-1.27, 0.00, -1.98)
H (-0.14, -5.08, 1.08)
H (-3.72, -3.63, -0.88)
H (-2.45, -5.49, 0.21)
H (-3.31, -0.49, -0.78)
H (-3.29, -1.35, -2.36)
H (1.15, -2.31, 2.01)
H (1.81, -3.67, 1.11)
H (2.49, -0.59, 0.15)
C (-2.21, 1.34, -2.76)
C (-0.74, -0.94, -3.45)
H (3.25, -1.84, 1.03)
C (2.07, -3.11, -1.86)
C (4.10, -1.83, -1.37)
H (0.25, 2.01, -0.61)
H (2.75, -3.59, -2.60)
H (1.45, -3.90, -1.40)
H (1.40, -2.45, -2.42)
H (4.61, -2.50, -2.10)
H (3.94, -0.84, -1.86)
H (4.75, -1.65, -0.49)
H (-1.59, -0.98, -4.14)
H (0.10, -0.40, -3.91)
H (-0.43, -1.95, -3.18)
H (-2.95, 0.91, -3.44)
H (-2.71, 1.93, -1.98)
H (-1.50, 1.98, -3.30)
H (1.06, 1.93, -0.86)
F (-1.02, 5.80, 3.33)
C (-0.48, 4.58, 3.21)
C (-1.12, 3.48, 3.80)
F (-2.26, 3.66, 4.49)
C (-0.56, 2.22, 3.70)
F (-1.20, 1.16, 4.25)
C (0.67, 1.99, 3.02)
S (1.44, 0.46, 3.08)
C (1.23, 3.11, 2.36)
F (2.30, 2.93, 1.53)
C (0.70, 4.39, 2.49)
F (1.32, 5.46, 1.94)

=====

8.
Below is a structure of composition C19H23F5NPPtS at a distorted geometry, with properties calculated with wB97M-V/def2-TZVPD.

DFT total energy   -58519.7265 eV
M   618.5 g/mol
Charge   0
2S+1   3
Gap between HOMO and LUMO (alpha / beta)   4.85 / 4.71 eV
F_max   2.3 eV/Å
Lowest unoccupied orbital energy (alpha / beta)   0.209 / -2.855 eV

Element x y z (Å)
C (-0.75, 4.21, -0.67)
C (-0.34, 3.54, 0.48)
C (-0.08, 2.16, 0.46)
C (-0.08, 1.51, -0.78)
C (-0.61, 2.15, -1.91)
C (-0.93, 3.50, -1.86)
C (0.19, 1.46, 1.76)
C (-0.85, 1.82, 2.87)
N (-2.13, 1.20, 2.69)
Pt (0.74, -0.40, -1.08)
C (-0.81, 1.35, -3.17)
P (-0.80, -0.43, -2.65)
H (-0.21, 4.08, 1.42)
H (-1.31, 3.98, -2.76)
H (-0.95, 5.28, -0.63)
H (0.01, 1.48, -3.89)
H (-1.76, 1.57, -3.67)
H (0.23, 0.37, 1.64)
H (1.17, 1.76, 2.15)
H (-0.44, 1.44, 3.83)
C (-0.54, -1.47, -4.08)
C (-2.49, -0.71, -2.06)
H (-0.99, 2.90, 2.94)
C (-3.31, 1.97, 2.42)
C (-2.31, -0.16, 3.11)
H (1.09, -1.94, -1.79)
H (-3.85, 2.25, 3.35)
H (-3.04, 2.89, 1.88)
H (-4.00, 1.37, 1.81)
H (-2.65, -0.22, 4.16)
H (-3.07, -0.65, 2.48)
H (-1.35, -0.70, 3.03)
H (-3.19, -0.54, -2.89)
H (-2.55, -1.75, -1.72)
H (-2.73, -0.04, -1.23)
H (-1.16, -1.14, -4.91)
H (0.52, -1.46, -4.37)
H (-0.83, -2.50, -3.80)
H (0.87, -2.11, -1.00)
F (4.84, -5.70, 1.05)
C (4.32, -4.47, 0.88)
C (4.76, -3.68, -0.18)
F (5.71, -4.13, -1.02)
C (4.21, -2.41, -0.36)
F (4.62, -1.65, -1.40)
C (3.21, -1.91, 0.51)
S (2.59, -0.32, 0.32)
C (2.82, -2.73, 1.59)
F (1.88, -2.27, 2.45)
C (3.36, -3.99, 1.78)
F (2.98, -4.76, 2.82)